{"formula": "C69H52ClN7O4S4SeTi", "method": "ωB97M-V with the def2-TZVPD basis set", "charge": 0, "homo_energy_ev": -6.21, "max_force_ha_per_bohr": 0.0370, "species": ["Ti", "O", "C", "O", "C", "C", "C", "C", "C", "C", "S", "H", "H", "H", "H", "N", "S", "N", "S", "N", "S", "N", "C", "C", "C", "C", "C", "C", "C", "C", "C", "C", "C", "C", "C", "C", "C", "C", "C", "C", "C", "C", "C", "C", "C", "C", "C", "C", "C", "C", "C", "C", "C", "C", "C", "C", "C", "C", "H", "H", "H", "H", "H", "H", "H", "H", "H", "H", "H", "H", "H", "H", "H", "H", "H", "H", "H", "H", "H", "H", "H", "H", "H", "H", "H", "H", "H", "H", "Cl", "C", "C", "C", "C", "O", "C", "C", "O", "C", "H", "H", "H", "H", "Se", "N", "C", "C", "C", "C", "N", "C", "N", "H", "H", "H", "C", "C", "C", "C", "C", "C", "C", "C", "C", "C", "C", "C", "C", "C", "H", "H", "H", "H", "H", "H", "H", "H", "H", "H", "H"], "coordinates": [[-0.9478, -1.3182, 0.8182], [1.4403, -0.5381, 3.3914], [0.4476, -1.2329, 3.3962], [-0.5331, -1.0557, 2.5255], [0.2106, -2.2889, 4.4155], [1.0065, -2.2118, 5.5661], [0.8383, -3.0831, 6.6180], [-0.1352, -4.0793, 6.5185], [-0.9105, -4.1969, 5.3855], [-0.7798, -3.3072, 4.2958], [-1.8317, -3.5840, 2.9292], [1.7513, -1.4259, 5.6038], [1.4432, -2.9915, 7.5116], [-0.2865, -4.7698, 7.3411], [-1.6506, -4.9826, 5.3058], [0.8089, -0.8493, 0.2008], [2.2349, -0.8480, -0.2282], [2.9172, 0.4665, -0.7937], [2.7860, 1.0010, -2.3486], [1.5778, 0.9530, -3.1518], [-0.8037, 0.7592, -1.3337], [-1.6131, 0.4841, 0.0828], [-2.0928, 0.6943, -2.6039], [-3.2477, -0.0234, -2.3479], [-4.2219, -0.1304, -3.3328], [-4.0259, 0.4651, -4.5702], [-2.8486, 1.1588, -4.8280], [-1.8751, 1.2739, -3.8491], [-0.6203, 2.5566, -1.3174], [-1.6500, 3.4277, -1.6457], [-1.4525, 4.7933, -1.5030], [-0.2454, 5.2813, -1.0214], [0.7697, 4.4033, -0.6690], [0.5806, 3.0394, -0.8131], [4.2490, 0.2258, -3.0990], [4.1198, -0.3563, -4.3438], [5.2180, -0.9825, -4.9189], [6.4337, -1.0068, -4.2504], [6.5566, -0.4145, -2.9982], [5.4601, 0.2001, -2.4152], [3.4273, 2.6649, -2.0610], [4.1449, 3.0250, -0.9266], [4.5633, 4.3402, -0.7788], [4.2507, 5.2821, -1.7503], [3.5178, 4.9146, -2.8722], [3.1066, 3.5999, -3.0303], [2.5957, -2.1242, -1.4398], [3.7980, -2.8183, -1.4476], [4.0235, -3.7544, -2.4455], [3.0559, -3.9840, -3.4176], [1.8678, -3.2680, -3.4088], [1.6369, -2.3269, -2.4181], [3.3456, -1.2676, 1.0980], [4.3980, -0.4451, 1.4564], [5.2106, -0.8216, 2.5168], [4.9650, -2.0089, 3.1930], [3.9094, -2.8296, 2.8150], [3.0900, -2.4571, 1.7656], [-3.3655, -0.5105, -1.3898], [-5.1275, -0.6910, -3.1323], [-4.7882, 0.3875, -5.3358], [-2.6910, 1.6128, -5.7981], [-0.9436, 1.7926, -4.0360], [-2.6008, 3.0548, -1.9990], [-2.2500, 5.4775, -1.7659], [-0.1043, 6.3485, -0.9006], [1.7073, 4.7781, -0.2769], [1.3538, 2.3345, -0.5293], [3.1564, -0.3094, -4.8413], [5.1263, -1.4514, -5.8907], [7.2937, -1.4805, -4.7085], [7.5073, -0.4334, -2.4795], [5.5368, 0.6549, -1.4363], [4.3382, 2.2844, -0.1634], [5.1299, 4.6302, 0.0975], [4.5753, 6.3088, -1.6329], [3.2627, 5.6545, -3.6202], [2.5219, 3.2796, -3.8862], [4.5419, -2.6314, -0.6833], [4.9573, -4.3021, -2.4658], [3.2367, -4.7213, -4.1911], [1.1212, -3.4388, -4.1753], [0.7411, -1.7227, -2.3978], [4.5635, 0.4741, 0.9104], [6.0357, -0.1873, 2.8159], [5.5972, -2.2925, 4.0255], [3.7170, -3.7505, 3.3508], [2.2452, -3.0651, 1.4655], [-1.4678, -7.1175, -3.7576], [-1.4339, -5.6128, -2.8876], [-2.0954, -4.4979, -3.4031], [-2.0847, -3.3059, -2.7125], [-1.4294, -3.1840, -1.4764], [-1.4326, -2.0456, -0.8163], [-0.7408, -4.3144, -0.9919], [0.0197, -4.2168, 0.2287], [0.0193, -3.2642, 0.9931], [-0.7529, -5.5181, -1.7014], [-2.6148, -4.5775, -4.3498], [-2.5880, -2.4369, -3.1142], [0.6116, -5.0980, 0.5080], [-0.2279, -6.3777, -1.2992], [-5.6767, -3.1301, -0.2835], [-6.3804, -2.5161, 1.2080], [-5.4131, -1.9006, 1.8545], [-5.5454, -1.2487, 3.1068], [-4.4583, -0.5967, 3.5729], [-3.2360, -0.5981, 2.8509], [-3.0143, -1.2478, 1.7415], [-4.1120, -1.8830, 1.1958], [-4.0704, -2.4976, 0.0354], [-6.4824, -1.2788, 3.6467], [-4.5056, -0.0611, 4.5111], [-2.3784, -0.0783, 3.2563], [-6.5180, 3.9877, 2.7354], [-5.4794, 3.3922, 3.4410], [-4.5292, 2.6310, 2.7811], [-4.6006, 2.4374, 1.3986], [-5.6766, 2.9980, 0.7108], [-6.6147, 3.7837, 1.3668], [-3.6241, 1.6113, 0.6606], [-2.2884, 1.5426, 0.7816], [-1.4610, 2.4889, 1.6020], [-0.2284, 2.0845, 2.1233], [0.5331, 2.9325, 2.9121], [0.0972, 4.2235, 3.1677], [-1.0947, 4.6611, 2.6046], [-1.8629, 3.8089, 1.8289], [-7.2467, 4.6021, 3.2480], [-5.4027, 3.5229, 4.5140], [-3.7166, 2.1813, 3.3369], [-5.7710, 2.8238, -0.3562], [-7.4223, 4.2367, 0.8053], [-4.0702, 0.9315, -0.0592], [0.1440, 1.0987, 1.9118], [1.4657, 2.5646, 3.3241], [0.6815, 4.8898, 3.7908], [-1.4302, 5.6783, 2.7715], [-2.7736, 4.1793, 1.3814]]}